{
  "formula": "C3H5NO2",
  "method": "ωB97M-V with the def2-TZVPD basis set",
  "molar_mass_g_mol": 87.1,
  "total_charge": 0,
  "e_above_lowest_ev": 1.218,
  "e_tot_ev": -8776.4769,
  "elements": ["C", "C", "N", "H", "H", "H", "O", "C", "O", "H", "H"],
  "coordinates": [[-1.513, -0.448, 0.932], [-0.819, 0.498, 0.075], [-0.591, 1.443, -0.562], [-0.999, -0.564, 1.887], [-1.605, -1.425, 0.456], [-2.496, 0.000, 1.082], [0.940, -0.771, -0.009], [1.810, -0.232, -0.679], [1.729, 0.923, -1.284], [2.771, -0.748, -0.802], [0.772, 1.324, -1.094]],
  "forces_ev_per_angstrom": [[-0.1, 0.0, 0.1], [-0.9, 1.4, -0.3], [-0.7, -0.6, 0.7], [0.0, 0.1, -0.2], [0.1, 0.2, 0.0], [-0.1, -0.2, 0.2], [0.8, -0.2, -0.2], [0.0, -0.3, 0.2], [-0.3, 0.0, 0.1], [0.1, 0.3, -0.2], [1.2, -0.4, -0.3]]
}